64
Properties=species:S:1:pos:R:3:nbo_charge:R:1 method="wB97M-V/def2-TZVPD" e_lumo_ha=0.010 e_homo_ev=-7.5 relative_energy_ev=2.8334 spin_multiplicity=1
C -6.59 -2.26 -0.04 -0.40
N -5.66 -1.23 0.35 -0.41
C -6.08 -0.30 1.37 -0.40
C -4.34 -1.34 0.02 0.20
C -3.88 -2.33 -0.87 -0.28
C -2.56 -2.41 -1.23 -0.14
C -1.61 -1.50 -0.76 -0.17
C -0.24 -1.62 -1.20 -0.16
C 0.68 -0.64 -1.37 0.04
N 0.27 0.70 -1.23 -0.61
C 0.86 1.82 -0.73 0.66
O 2.02 1.91 -0.38 -0.64
C -0.08 2.97 -0.62 -0.08
C -1.15 3.18 -1.48 -0.21
C -1.97 4.28 -1.31 -0.21
C -1.74 5.17 -0.28 -0.19
C -0.67 4.98 0.57 -0.21
C 0.16 3.89 0.40 -0.18
C 2.03 -1.07 -1.86 0.65
O 2.18 -2.21 -2.29 -0.66
N 3.01 -0.15 -1.85 -0.61
C 4.36 -0.50 -2.22 -0.22
C 5.29 -0.56 -1.00 -0.41
C 4.79 -1.55 0.05 -0.22
N 3.71 -0.99 0.83 -0.45
C 2.79 -1.98 1.35 -0.25
C 1.62 -1.26 2.02 -0.06
O 2.04 -0.41 3.06 -0.53
C 2.97 0.53 2.56 -0.08
C 4.17 -0.15 1.92 -0.25
C -2.05 -0.54 0.16 -0.13
C -3.37 -0.46 0.54 -0.29
H -6.31 -3.24 0.35 0.19
H -6.65 -2.33 -1.13 0.20
H -7.59 -2.01 0.33 0.21
H -7.16 -0.33 1.47 0.21
H -5.63 -0.53 2.35 0.19
H -5.80 0.72 1.09 0.20
H -4.57 -3.05 -1.28 0.22
H -2.25 -3.18 -1.92 0.21
H 0.09 -2.61 -1.48 0.25
H -0.73 0.77 -1.34 0.42
H -1.32 2.51 -2.31 0.21
H -2.80 4.43 -1.99 0.22
H -2.39 6.02 -0.15 0.22
H -0.49 5.68 1.37 0.22
H 1.01 3.73 1.06 0.23
H 2.89 0.67 -1.26 0.44
H 4.73 0.25 -2.92 0.19
H 4.32 -1.47 -2.71 0.23
H 5.37 0.43 -0.56 0.20
H 6.28 -0.86 -1.35 0.21
H 4.42 -2.44 -0.46 0.21
H 5.63 -1.86 0.69 0.17
H 2.41 -2.59 0.53 0.22
H 3.28 -2.64 2.10 0.16
H 0.93 -1.98 2.47 0.19
H 1.08 -0.68 1.26 0.16
H 3.27 1.14 3.41 0.19
H 2.49 1.17 1.80 0.19
H 4.85 0.61 1.53 0.20
H 4.71 -0.74 2.69 0.16
H -1.35 0.13 0.64 0.21
H -3.65 0.29 1.26 0.21